Record 1
One molecule with the formula C4H11N3O in a non-equilibrium geometry. Source: OMol25; level of theory: wB97M-V/def2-TZVPD.

As for the structure (SMILES): [H]/N=C(/C)[N@+](N)([O-])CC. Its HOMO energy is -9.1 eV. Its LUMO energy is 0.940 eV. The value obtained for the gap between HOMO and LUMO is 10.015 eV.

CARTESIAN COORDINATES (ANGSTROEM)
C1 -0.5850 -0.2165 1.1500
C2 1.1911 1.4272 -0.7209
C3 -1.8941 0.3409 0.6203
C4 0.3929 0.2311 -1.0719
N1 -0.1369 0.0003 -2.1601
H1 -0.5942 -0.9326 -2.1445
H2 -0.7954 -1.0423 1.8371
H3 0.0302 0.5363 1.6425
H4 0.5113 2.2083 -0.3522
H5 1.9263 1.2050 0.0509
H6 1.6935 1.7958 -1.6197
H7 -1.7127 1.2327 0.0098
H8 -2.3994 -0.4156 0.0067
H9 -2.5369 0.6239 1.4546
N2 1.5389 -1.0459 0.5687
N3 0.2038 -0.8078 0.0376
O1 -0.3502 -1.8765 -0.4527
H10 2.0561 -1.5095 -0.1807
H11 1.4605 -1.7550 1.3248



Record 2
C4H11N3O as an isolated structure in a non-equilibrium geometry. Source: OMol25; level of theory: wB97M-V/def2-TZVPD.

Its HOMO energy is -8.2 eV. Its LUMO energy is 0.904 eV. The value obtained for the gap between HOMO and LUMO is 9.140 eV.

CARTESIAN COORDINATES (ANGSTROEM)
C1 1.4710 -0.0708 1.5926
C2 -1.0744 1.5398 0.4572
C3 -0.0698 -1.4802 -1.5942
N1 -0.2435 0.5095 -0.1447
N2 0.9787 0.8691 -0.7132
C4 -0.8490 -0.6770 -0.5904
O1 1.9791 0.1247 -0.1418
N3 -1.9604 -0.9825 -0.0585
H1 1.1335 1.8553 -0.4878
H2 -2.3754 -1.8069 -0.4839
H3 0.5093 -0.2564 2.0655
H4 1.8800 0.8705 1.9617
H5 2.1197 -0.9227 1.7542
H6 -0.7429 1.7534 1.4759
H7 -1.0428 2.4605 -0.1298
H8 -2.1127 1.2482 0.5465
H9 0.8126 -1.9180 -1.1086
H10 -0.6996 -2.2664 -2.0020
H11 0.2865 -0.8502 -2.3988



Record 3
C4H11N3O as an isolated structure in a non-equilibrium geometry. Source: OMol25; level of theory: wB97M-V/def2-TZVPD.

Its HOMO energy is -9.2 eV. Its LUMO energy is 0.312 eV. The value obtained for the gap between HOMO and LUMO is 9.552 eV.

CARTESIAN COORDINATES (ANGSTROEM)
C1 -0.4670 -1.6129 1.3397
C2 0.4334 -0.4811 1.4418
C3 0.1781 1.9702 1.0499
C4 0.5262 0.2705 -0.7690
H1 -0.7149 -2.4170 0.4131
H2 -1.4412 -0.9044 1.4664
H3 -0.3425 -2.1947 2.1840
H4 0.5790 -0.0948 2.5490
H5 1.4224 -0.7990 1.0820
H6 1.3360 1.9394 1.3636
H7 -0.1861 2.1068 2.1133
H8 0.1167 2.8574 0.4050
H9 1.8635 1.5575 -0.7344
H10 -0.0942 -0.1992 -2.6007
H11 -1.9680 0.3404 -1.1877
N1 -0.0768 0.6538 0.4997
N2 1.5499 0.7119 -1.3767
N3 -0.2429 -0.7489 -1.5263
O1 -1.6507 -0.9237 -1.0755



Record 4
One molecule with the formula C4H11N3O in a non-equilibrium geometry. Source: OMol25; level of theory: wB97M-V/def2-TZVPD.

As for the structure (SMILES): C/C(=N\N(C)C)NO. Its HOMO energy is -8.2 eV. Its LUMO energy is 0.876 eV. The value obtained for the gap between HOMO and LUMO is 9.071 eV.

CARTESIAN COORDINATES (ANGSTROEM)
C1 0.2257 0.6829 -2.4060
C2 1.4420 -1.1171 -1.3486
C3 -0.5677 -0.1585 0.7896
C4 -1.2522 -1.5019 0.7322
H1 0.3496 0.1660 -3.3716
H2 1.1198 1.3232 -2.4731
H3 -0.7164 1.2558 -2.3265
H4 1.6093 -1.6723 -2.2894
H5 1.4950 -1.9475 -0.5442
H6 2.3955 -0.5135 -1.2467
H7 -1.5946 -1.6722 -0.2948
H8 -0.5725 -2.3578 0.9573
H9 -1.9585 -1.3410 1.5671
H10 -0.6982 -0.0228 2.7384
H11 0.7710 1.5889 1.3186
N1 0.2521 -0.3005 -1.3985
N2 0.1473 0.3787 -0.1657
N3 -0.7455 0.5900 1.9254
O1 0.1420 1.6355 2.1041



Copy entry 3 word for word.
C4H11N3O as an isolated structure in a non-equilibrium geometry. Source: OMol25; level of theory: wB97M-V/def2-TZVPD.

Its HOMO energy is -9.2 eV. Its LUMO energy is 0.312 eV. The value obtained for the gap between HOMO and LUMO is 9.552 eV.

CARTESIAN COORDINATES (ANGSTROEM)
C1 -0.4670 -1.6129 1.3397
C2 0.4334 -0.4811 1.4418
C3 0.1781 1.9702 1.0499
C4 0.5262 0.2705 -0.7690
H1 -0.7149 -2.4170 0.4131
H2 -1.4412 -0.9044 1.4664
H3 -0.3425 -2.1947 2.1840
H4 0.5790 -0.0948 2.5490
H5 1.4224 -0.7990 1.0820
H6 1.3360 1.9394 1.3636
H7 -0.1861 2.1068 2.1133
H8 0.1167 2.8574 0.4050
H9 1.8635 1.5575 -0.7344
H10 -0.0942 -0.1992 -2.6007
H11 -1.9680 0.3404 -1.1877
N1 -0.0768 0.6538 0.4997
N2 1.5499 0.7119 -1.3767
N3 -0.2429 -0.7489 -1.5263
O1 -1.6507 -0.9237 -1.0755



Copy entry 4 word for word.
One molecule with the formula C4H11N3O in a non-equilibrium geometry. Source: OMol25; level of theory: wB97M-V/def2-TZVPD.

As for the structure (SMILES): C/C(=N\N(C)C)NO. Its HOMO energy is -8.2 eV. Its LUMO energy is 0.876 eV. The value obtained for the gap between HOMO and LUMO is 9.071 eV.

CARTESIAN COORDINATES (ANGSTROEM)
C1 0.2257 0.6829 -2.4060
C2 1.4420 -1.1171 -1.3486
C3 -0.5677 -0.1585 0.7896
C4 -1.2522 -1.5019 0.7322
H1 0.3496 0.1660 -3.3716
H2 1.1198 1.3232 -2.4731
H3 -0.7164 1.2558 -2.3265
H4 1.6093 -1.6723 -2.2894
H5 1.4950 -1.9475 -0.5442
H6 2.3955 -0.5135 -1.2467
H7 -1.5946 -1.6722 -0.2948
H8 -0.5725 -2.3578 0.9573
H9 -1.9585 -1.3410 1.5671
H10 -0.6982 -0.0228 2.7384
H11 0.7710 1.5889 1.3186
N1 0.2521 -0.3005 -1.3985
N2 0.1473 0.3787 -0.1657
N3 -0.7455 0.5900 1.9254
O1 0.1420 1.6355 2.1041